Record 1
ORCA calculation (ωB97M-V/def2-TZVPD) on the ion C6H13N4O with charge +1 in a non-equilibrium geometry.

Lowest unoccupied orbital energy (alpha / beta) ... -3.897 / -3.901 eV
HOMO-LUMO gap (alpha / beta) ... 7.889 / 7.919 eV
Charge ... +1
ΔE to the lowest compared entry with this formula, charge and spin ... 748.7 kJ/mol
Multiplicity ... 1

Last column: natural (NBO) charge in e.
Element x y z (Å)
C (-1.8825, -0.2984, 0.1204)  -0.0238
C (0.5196, -0.3363, -0.1598)  0.4287
C (-0.7849, -2.4815, -0.0714)  -0.0700
C (2.9503, -0.2641, -0.6347)  -0.4098
C (0.5112, 2.1160, 0.2480)  -0.4155
C (-3.1124, 0.2558, 0.1686)  0.0931
N (-1.3663, -1.4363, 0.7025)  -0.2450
N (0.0133, -1.5363, 0.6090)  -0.2816
N (1.5918, -0.4499, -0.9884)  -0.6414
N (0.6368, 0.7830, 0.9263)  -0.5783
O (-3.4800, 1.3106, -0.5161)  -0.6397
H (-0.7810, -3.4934, 0.3686)  0.2226
H (-0.8823, -2.5344, -1.1426)  0.2092
H (3.0533, -0.1510, 0.4262)  0.1824
H (3.4418, -1.2232, -0.8923)  0.2312
H (3.4788, 0.4578, -1.1059)  0.2122
H (1.4516, 2.5381, -0.1044)  0.2325
H (-0.1857, 2.1811, -0.5078)  0.2505
H (0.1299, 2.7501, 0.9747)  0.2253
H (-3.8358, -0.2301, 0.7012)  0.1933
H (1.3288, -0.9168, -1.8179)  0.4205
H (1.6318, 0.6967, 1.3587)  0.4353
H (-0.1542, 0.5909, 1.5662)  0.4702
H (-4.2737, 1.6718, -0.2291)  0.4977

Record 2
ORCA calculation (ωB97M-V/def2-TZVPD) on a structure of composition C47H37AsCaN4S.

Lowest unoccupied orbital energy ... -0.674 eV
HOMO-LUMO gap ... 5.731 eV
Charge ... 0
ΔE to the lowest compared entry with this formula, charge and spin ... 0.0 kJ/mol
Multiplicity ... 1

Last column: Mulliken charge in e.
Element x y z (Å)
Ca (0.2109, -1.1736, -0.0999)  1.7758
C (-4.4085, 1.9768, -5.6883)  -0.3904
C (-4.3162, 0.6199, -5.4145)  -0.8858
C (-3.4974, 0.1720, -4.3872)  0.2572
C (-2.7585, 1.0682, -3.6195)  -0.5522
C (-2.8613, 2.4286, -3.9024)  -0.0115
C (-3.6785, 2.8803, -4.9279)  -0.7990
C (-1.8879, 0.5802, -2.5090)  2.0200
C (-0.4908, 0.7170, -2.6883)  0.0489
C (0.1513, 1.3230, -3.8353)  -1.3974
C (1.4856, 1.2986, -3.5975)  -1.2855
C (1.6721, 0.6697, -2.3072)  0.1327
C (2.9110, 0.4793, -1.6717)  1.6620
C (4.1282, 0.7935, -2.4758)  -0.5862
C (4.4343, 0.0552, -3.6166)  -0.0514
C (5.5652, 0.3454, -4.3656)  -0.8184
C (6.4047, 1.3834, -3.9856)  -0.4053
C (6.1070, 2.1269, -2.8519)  -0.8011
C (4.9781, 1.8318, -2.1017)  -0.1238
C (3.1261, 0.0413, -0.3467)  0.0825
N (2.1542, -0.1910, 0.5767)  -0.8120
C (2.7586, -0.5908, 1.7242)  -0.0096
C (2.0953, -0.9475, 2.9233)  1.3919
C (2.9583, -1.2366, 4.1031)  -0.3242
C (2.9702, -2.5019, 4.6880)  -0.0139
C (3.7742, -2.7679, 5.7859)  -0.8446
C (4.5777, -1.7693, 6.3201)  -0.3931
C (4.5718, -0.5057, 5.7475)  -0.8258
C (3.7693, -0.2431, 4.6464)  -0.0973
C (0.7103, -1.0455, 3.1046)  0.1983
C (0.0425, -1.2625, 4.3738)  -1.3840
C (-1.2881, -1.2716, 4.1235)  -1.3224
C (-1.4502, -1.0587, 2.6973)  -0.0823
N (-0.2306, -0.9298, 2.1222)  0.1061
C (-2.6943, -0.9443, 2.0402)  1.9372
C (-2.9054, -0.5857, 0.6980)  -0.2752
C (-4.1975, -0.2603, 0.1223)  -1.5679
C (-3.9687, 0.1739, -1.1374)  -1.3842
C (-2.5369, 0.1029, -1.3608)  -0.5033
N (-1.9362, -0.4015, -0.2440)  0.5966
C (-3.9114, -1.1405, 2.8878)  -0.7702
C (-4.6614, -0.0523, 3.3275)  0.2258
C (-5.7844, -0.2397, 4.1201)  -0.8271
C (-6.1730, -1.5207, 4.4885)  -0.4113
C (-5.4304, -2.6115, 4.0605)  -0.7682
C (-4.3080, -2.4197, 3.2664)  0.0100
C (4.1912, -0.6211, 1.5225)  -1.1520
C (4.4174, -0.2328, 0.2446)  -1.2047
N (0.4541, 0.3259, -1.8002)  -0.0427
H (-5.0467, 2.3285, -6.4887)  0.3798
H (-4.8814, -0.0922, -6.0025)  0.3890
H (-3.4246, -0.8882, -4.1734)  0.4590
H (-2.2965, 3.1335, -3.3041)  0.4766
H (-3.7488, 3.9415, -5.1306)  0.3824
H (-0.3467, 1.7289, -4.7006)  0.4634
H (2.2686, 1.6919, -4.2252)  0.4914
H (3.7781, -0.7558, -3.9086)  0.4865
H (5.7925, -0.2420, -5.2461)  0.3865
H (7.2866, 1.6122, -4.5699)  0.3864
H (6.7545, 2.9412, -2.5523)  0.3828
H (4.7419, 2.4127, -1.2185)  0.4700
H (2.3466, -3.2805, 4.2654)  0.4733
H (3.7761, -3.7580, 6.2239)  0.3798
H (5.2050, -1.9742, 7.1781)  0.3899
H (5.1911, 0.2803, 6.1607)  0.3819
H (3.7609, 0.7450, 4.2025)  0.4694
H (0.5288, -1.3568, 5.3313)  0.4888
H (-2.0885, -1.3798, 4.8379)  0.4615
H (-5.1443, -0.3175, 0.6343)  0.5138
H (-4.6952, 0.5462, -1.8419)  0.4718
H (-4.3527, 0.9467, 3.0440)  0.4568
H (-6.3553, 0.6170, 4.4551)  0.3948
H (-7.0481, -1.6674, 5.1083)  0.3759
H (-5.7245, -3.6136, 4.3459)  0.3854
H (-3.7235, -3.2711, 2.9368)  0.3936
H (4.9255, -0.9192, 2.2531)  0.4901
H (5.3688, -0.1557, -0.2560)  0.4996
C (-1.8771, -4.4161, 0.4619)  -0.8554
As (-0.7102, -4.6655, -1.0506)  0.7610
C (-0.6108, -6.5478, -1.4068)  -1.0869
C (-1.6725, -3.8542, -2.5092)  -0.7582
S (1.1710, -3.8114, -0.7396)  -0.4050
H (-2.7968, -4.9897, 0.3546)  0.5319
H (-2.1255, -3.3533, 0.5229)  -0.0279
H (-1.3432, -4.7072, 1.3644)  0.4232
H (-1.6105, -6.9499, -1.5642)  0.3668
H (-0.1381, -7.0330, -0.5559)  0.3658
H (0.0004, -6.6972, -2.2940)  0.3695
H (-2.6301, -4.3511, -2.6598)  0.4580
H (-1.0671, -3.9009, -3.4114)  0.4337
H (-1.8459, -2.8084, -2.2453)  -0.0777